Here is a cluster of 2 separate species, C2H8NOPS in total from the OMol25 dataset. Energies are from ωB97M-V with the def2-TZVPD basis set.

Structure (XYZ):
```
14
Properties=species:S:1:pos:R:3:forces:R:3
S -1.115 1.138 -1.052 1.19 0.34 0.25
P 0.590 1.510 1.362 -1.73 0.41 1.62
O 0.128 1.827 -1.588 -1.86 -1.08 0.72
N -1.333 -0.312 -1.837 1.64 -1.30 -0.33
C 0.927 -1.782 1.178 0.25 0.31 1.00
C -0.670 0.397 0.596 2.52 3.49 -2.26
H 1.496 -1.208 1.931 -0.46 -0.28 -0.56
H 0.247 -2.539 1.593 0.20 0.46 -0.49
H 1.404 1.485 0.307 1.45 -0.18 -1.49
H -0.355 -0.691 -1.933 -1.34 0.07 0.07
H -1.095 -0.390 1.081 -1.78 -1.79 0.98
H 1.429 -1.951 0.243 -0.10 -0.10 -0.23
H 0.090 2.810 0.889 0.05 -0.92 0.45
H -1.742 -0.293 -2.770 -0.02 0.57 0.27
```
Positions in Å, forces in eV/Å.

As for the energy relative to the best compared isomer or geometry (same formula, charge and spin): 186.0 kcal/mol. As for the lowest unoccupied orbital energy (spin up / spin down): -0.2 / -0.9 eV. The calculation puts the HOMO energy (spin up / spin down) at -8.86 / -9.12 eV. For the orbital gap (spin up / spin down), the calculation gives 8.672 / 8.261 eV.


Here is a structure of composition C24H20N5O2SSeTi from the OMol25 dataset. Energies are from ωB97M-V with the def2-TZVPD basis set.

Structure (XYZ):
```
54
Properties=species:S:1:pos:R:3:forces:R:3
Se -1.450 2.237 1.514 -0.61 0.97 -0.22
Ti -0.207 0.538 0.037 1.14 1.20 -0.19
S -1.369 1.974 -2.198 -0.06 0.93 -1.05
O -0.712 2.841 -1.238 -0.10 -0.16 0.21
O -2.534 2.514 -2.861 0.21 -0.39 0.09
N 0.061 -1.291 -0.801 -0.02 0.61 -0.04
N 0.941 -1.599 3.462 0.45 0.90 -0.47
N -1.579 0.601 -1.420 -0.30 0.44 -1.01
N -0.807 1.316 4.249 0.10 -0.13 0.08
N 0.230 -0.398 1.710 1.58 -1.15 2.42
C 0.887 -2.298 -0.419 0.74 -0.12 0.47
C -2.070 -1.400 1.594 -0.02 -0.17 0.14
C -1.703 -0.551 -2.177 -0.36 -1.00 -0.72
C -0.843 -1.598 -1.793 -0.62 -0.05 -0.58
C -0.044 -3.870 -1.992 0.32 -0.10 0.38
C 0.838 -3.562 -0.961 -0.41 -0.27 -0.56
C 2.085 0.927 -4.025 0.01 -0.01 -0.09
C -0.111 1.708 -3.472 -0.17 -0.08 0.29
C 0.926 2.419 -5.511 0.15 -0.05 -0.03
C -1.058 1.654 3.169 -0.01 -0.12 0.93
C -0.780 -1.248 2.101 -0.31 -0.97 0.93
C -0.341 -2.010 3.206 -0.74 0.01 -0.52
C -2.552 -0.702 -3.269 -0.04 0.16 0.23
C -2.883 -2.347 2.208 0.09 0.50 -0.53
C -1.148 -2.977 3.788 -0.29 0.04 -0.12
C 1.240 -0.606 2.555 -1.31 -0.52 -0.37
C 1.712 1.385 -0.066 0.60 0.07 -0.04
C -1.793 -2.983 -3.537 -0.16 0.20 -0.18
C 2.057 1.681 -5.189 -0.06 0.05 0.04
C -2.578 -1.917 -3.941 0.11 -0.29 -0.02
C 0.993 0.923 -3.175 -0.13 -0.16 0.12
C -0.153 2.446 -4.642 -0.29 0.01 0.07
C -0.904 -2.851 -2.455 0.05 0.10 0.16
C -2.426 -3.129 3.260 0.49 -0.12 0.51
H 1.909 1.830 0.923 0.01 -0.02 -0.07
H 2.921 1.701 -5.837 0.03 -0.04 -0.10
H -3.180 0.126 -3.564 -0.06 0.01 -0.05
H 2.960 0.346 -3.771 0.02 -0.06 0.00
H 1.688 2.217 -0.782 0.04 -0.14 0.13
H 1.001 0.324 -2.269 0.11 0.07 -0.08
H -3.234 -2.026 -4.796 -0.04 -0.05 -0.03
H -3.091 -3.864 3.692 -0.01 -0.04 0.05
H 1.518 -4.318 -0.591 0.08 -0.01 0.06
H 0.895 2.978 -6.437 -0.03 0.08 0.00
H -0.073 -4.857 -2.429 -0.01 -0.07 -0.07
H -0.807 -3.575 4.620 0.01 -0.06 0.07
H 1.633 -2.049 0.327 -0.07 -0.02 -0.09
H -3.901 -2.476 1.868 -0.01 0.00 -0.11
H 1.477 -1.806 4.288 -0.03 0.04 -0.16
H -1.830 -3.923 -4.075 -0.01 -0.03 0.03
H -2.423 -0.782 0.769 -0.07 -0.20 0.17
H 2.180 -0.089 2.533 0.09 0.12 -0.04
H 2.560 0.732 -0.323 -0.02 0.01 0.02
H -1.033 3.034 -4.852 -0.08 0.08 -0.06
```
Positions in Å, forces in eV/Å.

As for the lowest unoccupied orbital energy (spin up / spin down): 2.4 / 2.5 eV. Its total charge is -1. The calculation puts the HOMO energy (spin up / spin down) at -1.89 / -2.14 eV. For the orbital gap (spin up / spin down), the calculation gives 4.332 / 4.618 eV.


Electronic energy per entry: -950.327591; -4999.996729 a.u.
F_max per entry: 4.86; 3.11 eV/Å